A molecular structure, C37H32BrCaClN5O5PS. Source: OMol25; level of theory: ωB97M-V/def2-TZVPD.

Each line ends with the Löwdin charge.
Geometry (Å):
Ca1 -0.19389 -0.29467 0.97285  1.02
O1 -4.77862 2.92079 3.53710  0.13
C1 -4.90116 1.67751 3.96535  -0.50
O2 -5.84199 1.30963 4.62495  0.10
C2 -3.86794 0.68912 3.53104  -0.04
C3 -3.98568 -0.65058 3.80726  0.01
N1 -2.90876 -1.25624 3.28148  0.03
N2 -2.08099 -0.40238 2.67873  0.03
C4 -2.64564 0.79178 2.82281  -0.15
C5 -1.94505 1.97289 2.20678  -0.56
O3 -2.51643 3.06074 2.18405  0.06
O4 -0.78246 1.72451 1.72831  -0.23
H1 -3.96349 3.03678 2.96888  0.07
H2 -4.76263 -1.18057 4.33174  0.14
H3 -2.70621 -2.24089 3.25574  0.16
Cl1 2.87263 0.28498 0.89896  0.69
C6 3.53911 0.34925 -0.72167  -0.64
C7 4.85919 -0.03083 -0.88406  -0.11
C8 5.41389 0.00394 -2.15324  -0.07
C9 4.64544 0.41509 -3.23436  -0.07
C10 3.32414 0.79272 -3.04631  -0.06
C11 2.74017 0.77101 -1.78125  -0.39
P1 0.99162 1.21908 -1.46111  1.05
C12 0.30204 1.34166 -3.14269  -0.37
C13 -0.26438 0.19192 -3.68900  -0.08
C14 -0.81011 0.21524 -4.96485  -0.07
C15 -0.80078 1.39212 -5.69965  -0.08
C16 -0.24410 2.54463 -5.15856  -0.08
C17 0.30468 2.52161 -3.88403  -0.09
C18 1.13726 2.96315 -0.92544  -0.38
C19 -0.04508 3.60360 -0.54947  -0.11
C20 -0.02368 4.90538 -0.07828  -0.07
C21 1.18408 5.58279 0.03275  -0.08
C22 2.36543 4.95626 -0.33691  -0.08
C23 2.34315 3.65081 -0.81738  -0.09
H4 5.43651 -0.35245 -0.02747  0.11
H5 6.44427 -0.29498 -2.29464  0.11
H6 5.07450 0.44040 -4.22759  0.11
H7 2.72825 1.10719 -3.89388  0.11
H8 -0.29061 -0.72227 -3.10742  0.08
H9 -1.25547 -0.68296 -5.37306  0.11
H10 -1.23610 1.41591 -6.69067  0.10
H11 -0.24178 3.46512 -5.72810  0.10
H12 0.72977 3.42446 -3.46238  0.11
H13 -0.98742 3.07167 -0.60707  0.11
H14 -0.94721 5.37689 0.23077  0.11
H15 1.20345 6.59683 0.41241  0.10
H16 3.30889 5.48130 -0.25350  0.10
H17 3.27186 3.17312 -1.10710  0.10
Br1 0.81262 -2.60427 -0.80177  0.77
C24 -0.80906 -2.93461 -1.77595  -0.60
C25 -0.78314 -3.97932 -2.64986  -0.15
C26 -1.93604 -4.25747 -3.41716  -0.09
C27 -3.04152 -3.46943 -3.28815  -0.05
C28 -3.06102 -2.37410 -2.38792  -0.18
C29 -4.19803 -1.53464 -2.29800  -0.06
C30 -4.19109 -0.47027 -1.44715  -0.09
C31 -3.05844 -0.21966 -0.63457  -0.16
C32 -1.90498 -0.98193 -0.65004  -0.23
C33 -1.92814 -2.08022 -1.57104  -0.28
H18 0.10797 -4.58250 -2.75843  0.09
H19 -1.92618 -5.09010 -4.10893  0.10
H20 -3.92650 -3.66388 -3.88431  0.11
H21 -5.05945 -1.75198 -2.91945  0.11
H22 -5.05565 0.18127 -1.38383  0.10
H23 -3.13068 0.63697 0.03638  0.07
C34 3.66332 -5.09834 3.78465  -0.10
C35 2.22871 -4.92577 3.28133  -0.24
C36 1.71192 -3.53685 3.47957  -0.61
N3 1.45730 -2.71696 2.52770  -0.01
N4 1.00026 -1.48807 2.94640  -0.10
C37 0.93663 -1.38975 4.25112  -0.71
N5 0.50888 -0.29720 4.91739  0.11
S1 1.42709 -2.84551 5.05826  1.10
H24 4.01280 -6.11427 3.60432  0.07
H25 3.73371 -4.90498 4.85612  0.07
H26 4.33438 -4.40884 3.27179  0.08
H27 1.56850 -5.63484 3.78433  0.11
H28 2.16926 -5.12316 2.21118  0.11
H29 0.66085 0.60515 4.44928  0.07
H30 0.63324 -0.28625 5.91495  0.10
O5 1.23912 2.18515 3.49787  -0.08
H31 0.56460 2.25574 2.79202  0.01
H32 2.04606 2.56787 3.14114  0.04

Output
Energy relative to the best compared isomer or geometry (same formula, charge and spin) = 27.33 kJ/mol
Gap between HOMO and LUMO = 7.6054 eV
E_LUMO = 0.08 eV
Highest occupied orbital energy = -7.52 eV